# 1
C17H15BiClO2 as an isolated structure at a distorted geometry, computed with wB97M-V/def2-TZVPD.

Calculated values
- Net charge: -1
- HOMO energy: -3.8 eV
- Multiplicity: 1
- LUMO level: 0.0981 hartree
- HOMO-LUMO gap: 6.451 eV

```
36
C17H15BiClO2 wB97M-V/def2-TZVPD
C -2.53513 -1.38051 -1.77746
C -1.96448 -1.55774 -3.10363
C -1.75771 -0.27451 -3.66139
H -1.80864 -2.51247 -3.61160
C -2.19040 0.71119 -2.72910
C -2.68324 0.05113 -1.57102
H -3.19417 0.52127 -0.73238
H -2.94291 -2.16903 -1.14939
H -1.41734 -0.06969 -4.68135
H -2.21406 1.78542 -2.91680
Bi -0.34460 -1.06095 -0.61351
Cl 0.25554 -3.41515 0.11948
C 2.48193 -0.28720 -1.46404
C 2.08610 0.94231 -2.06258
C 1.62479 0.66788 -3.37951
H 2.18807 1.93329 -1.61737
C 1.71497 -0.73458 -3.59701
C 2.23211 -1.33450 -2.41281
H 2.47467 -2.39143 -2.28536
H 2.94875 -0.39987 -0.48528
H 1.30305 1.40379 -4.12175
H 1.47192 -1.24814 -4.53376
O -1.59828 -0.30176 1.30943
C -0.62146 0.51456 1.56020
O 0.05883 1.09342 0.64110
C -0.15594 0.61431 2.96455
C 1.13550 1.10490 3.14703
C 1.60166 1.37999 4.42179
C 0.79610 1.08740 5.52433
C -0.46619 0.50136 5.35666
C -0.94400 0.22833 4.06571
H 1.71462 1.33510 2.24740
H 2.58157 1.86027 4.50248
H 1.18107 1.33019 6.52489
H -1.08802 0.29750 6.23565
H -1.92469 -0.22607 3.88641
```



# 2
One molecule with the formula C5H8O2 at a distorted geometry, computed with wB97M-V/def2-TZVPD.

Calculated values
- SMILES: CC1(OC=O)CC1
- Energy above the lowest of the compared OMol25 structures with the same formula, charge and spin: 110.82 kJ/mol
- HOMO energy: -10.1 eV
- Multiplicity: 1
- LUMO level: 0.0370 hartree
- HOMO-LUMO gap: 11.087 eV

```
15
C5H8O2 wB97M-V/def2-TZVPD
C 0.45868 -0.34880 -1.39787
C -0.02848 -0.20783 0.05927
O -1.05533 0.76237 0.28142
C -0.91142 1.97744 -0.28605
O 0.00068 2.36450 -0.96694
C 0.81599 -0.44970 1.28039
C -0.32530 -1.37875 0.95457
H 1.32347 0.28729 -1.61006
H -0.36018 -0.03209 -2.02241
H 0.71763 -1.38392 -1.65541
H -1.78372 2.61788 -0.04433
H 1.83286 -0.82479 1.17378
H 0.67404 0.27561 2.07319
H -0.11726 -2.39978 0.63862
H -1.24166 -1.25943 1.52183
```



# 3
C6H9NO as an isolated structure at a distorted geometry, computed with wB97M-V/def2-TZVPD.

Calculated values
- Energy above the lowest of the compared OMol25 structures with the same formula, charge and spin: 671.32 kJ/mol
- HOMO energy: -9.2 eV
- Multiplicity: 1
- LUMO level: 0.0337 hartree
- HOMO-LUMO gap: 10.093 eV

```
17
C6H9NO wB97M-V/def2-TZVPD
C -1.48079 -1.40592 0.06263
C 0.40036 0.06711 0.99732
C -0.43699 1.44858 0.64305
C -0.63009 1.21273 -0.63555
C 0.27768 0.03703 -1.00923
C 1.61643 0.48065 -0.08606
H -1.42778 -2.61633 -0.38942
H -1.88089 -0.34472 -0.82331
H -2.05990 -1.40468 1.19802
H 0.54847 -0.19943 2.00987
H -0.83770 2.35898 1.22122
H -1.34043 1.80532 -1.30134
H 0.43640 -0.12202 -2.01195
H 1.84721 1.52157 0.02436
H 2.24994 -1.30127 0.07210
N 0.02847 -1.00028 0.06761
O 2.68962 -0.53731 -0.03930
```



# 4
C3H13N5 as an isolated structure at a distorted geometry, computed with wB97M-V/def2-TZVPD.

Calculated values
- Energy above the lowest of the compared OMol25 structures with the same formula, charge and spin: 490.46 kJ/mol
- HOMO energy: -8.2 eV
- Multiplicity: 1
- LUMO level: 0.0330 hartree
- HOMO-LUMO gap: 9.050 eV

```
21
C3H13N5 wB97M-V/def2-TZVPD
C -2.34998 -0.77401 0.41208
C -1.48607 1.31539 -0.48845
N -1.15211 -0.01657 0.03742
C 0.54471 -0.73464 -0.65846
N 0.80919 -0.42199 -1.87723
H 0.87101 -1.26061 -2.45614
H 0.30430 -1.75901 -0.34093
H -3.02298 -0.89085 -0.44061
H -2.06114 -1.75137 0.80198
H -1.97560 1.90275 0.29087
H -2.09226 1.22842 -1.39180
H -0.58523 1.84373 -0.79803
H -2.87532 -0.23877 1.20642
N 1.48513 -0.20414 0.69144
N 1.38827 1.14932 1.03718
N 2.86907 -0.50765 0.56209
H -0.46685 0.05393 0.87872
H 1.66105 1.70363 0.21903
H 3.03854 -1.45374 0.90091
H 1.97442 1.34876 1.84622
H 3.12186 -0.53256 -0.43269
```



# 5
One molecule with the formula C3H7N3O2 at a distorted geometry, computed with wB97M-V/def2-TZVPD.

Calculated values
- SMILES: C=NOCO/C=N/N
- Energy above the lowest of the compared OMol25 structures with the same formula, charge and spin: 559.04 kJ/mol
- HOMO energy: -8.4 eV
- Multiplicity: 1
- LUMO level: 0.0375 hartree
- HOMO-LUMO gap: 9.380 eV

```
15
C3H7N3O2 wB97M-V/def2-TZVPD
C 0.35491 -2.64753 -0.74812
N -0.43988 -1.79474 -0.30170
O -0.06542 -1.49865 1.00682
C -0.65418 -0.31946 1.55662
O 0.15156 0.81496 1.63615
C 0.38783 1.60315 0.55387
N -0.41042 1.49032 -0.45963
N -0.08558 2.33279 -1.52835
H 1.28041 -2.88212 -0.23647
H 0.17677 -3.04168 -1.77015
H -1.54215 -0.21768 0.96731
H -0.71619 -0.60288 2.61341
H 1.25948 2.27763 0.74538
H 0.96818 2.52846 -1.64944
H -0.66531 1.95742 -2.38569
```



# 6
C38H46CrOP2Si as an isolated structure at a distorted geometry, computed with wB97M-V/def2-TZVPD.

Calculated values
- Energy above the lowest of the compared OMol25 structures with the same formula, charge and spin: 86.01 kJ/mol
- HOMO energy (spin up / spin down): -4.1 / -5.1 eV
- Multiplicity: 5
- LUMO level (spin up / spin down): 0.0089 / -0.0123 hartree
- HOMO-LUMO gap (spin up / spin down): 4.324 / 4.784 eV

```
89
C38H46CrOP2Si wB97M-V/def2-TZVPD
Cr -1.33573 1.02423 -2.12306
C -2.58336 1.19577 -3.63703
C -2.30166 -0.21490 -3.35045
C -1.37352 -1.03609 -4.22186
C 0.00132 -0.35765 -4.35752
C 0.31473 0.49749 -3.13513
C 0.14275 1.93272 -3.11653
C -0.54549 2.68416 -4.21119
C -1.87691 2.02897 -4.68424
C 2.34425 0.06657 2.35873
H -3.63041 1.50542 -3.51363
H -3.07486 -0.81721 -2.84914
H -1.79397 -1.23569 -5.21834
H -1.23333 -2.02833 -3.76651
H 0.77338 -1.13393 -4.45004
H 0.07967 0.20779 -5.30259
H 1.10584 0.08865 -2.49044
H 0.89762 2.50606 -2.57223
H 0.12156 2.79027 -5.07981
H -0.73497 3.71893 -3.87862
H -2.55757 2.85472 -4.95527
H -1.68781 1.47540 -5.61927
H 1.51706 0.77326 2.44854
H 3.23391 0.47609 2.85562
H 2.07189 -0.87041 2.86166
P -1.34432 -0.74315 1.02278
P 2.64433 -0.24319 0.62529
C -0.02834 -0.82529 -0.16187
C 1.30177 -1.14239 -0.08849
C -2.30085 -2.24879 1.19473
C -2.40191 -3.14338 0.10452
C -3.24255 -4.25242 0.18177
C -3.98267 -4.50634 1.34064
C -3.90056 -3.61524 2.41518
C -3.07756 -2.49600 2.34164
C -2.41419 0.48872 0.22872
C -1.85265 1.78165 -0.18492
C -2.75162 2.88694 -0.36101
C -4.11369 2.70525 -0.27130
C -4.64754 1.42024 -0.06274
C -3.80928 0.33128 0.21180
C 4.15110 -1.25511 0.54527
C 4.03066 -2.64778 0.71493
C 5.17118 -3.45172 0.82929
C 6.44632 -2.88368 0.73241
C 6.57459 -1.50780 0.52199
C 5.43934 -0.69527 0.43771
C 2.97132 1.32788 -0.19996
C 2.31155 2.48460 0.25548
C 2.56416 3.71751 -0.34323
C 3.46381 3.80742 -1.41387
C 4.08273 2.65354 -1.90066
C 3.82500 1.41526 -1.31599
H -0.47877 -0.81636 -1.20483
H 1.69291 -1.92257 -0.75778
H -1.81741 -2.97365 -0.80097
H -3.31861 -4.93145 -0.67179
H -4.62721 -5.38683 1.40789
H -4.47792 -3.78611 3.32485
H -3.03655 -1.81156 3.19158
H -0.79654 2.03491 0.02034
H -2.30822 3.87208 -0.51583
H -4.80433 3.55342 -0.33549
H -5.72459 1.28312 -0.03975
H -4.25924 -0.63439 0.45158
H 3.04165 -3.10298 0.76339
H 5.06289 -4.52245 1.00268
H 7.33871 -3.50808 0.82475
H 7.56697 -1.05959 0.43245
H 5.56113 0.37736 0.28000
H 1.60765 2.42001 1.09107
H 2.05566 4.60797 0.02993
H 3.66959 4.77477 -1.86707
H 4.77607 2.71971 -2.74181
H 4.30058 0.51458 -1.71126
C -2.71739 0.56011 4.42371
Si -0.97375 0.02166 4.06754
C 0.21146 1.32272 4.64957
C -0.53218 -1.70383 4.64369
O -0.81329 -0.13492 2.37032
H -2.84361 0.55876 5.51742
H -3.48890 -0.07754 3.97889
H -2.86788 1.58629 4.05841
H 0.02736 1.45478 5.72903
H 1.27471 1.06930 4.52434
H 0.03087 2.29556 4.16200
H -1.06606 -2.47771 4.06954
H 0.55123 -1.87216 4.53356
H -0.80147 -1.79995 5.70634
```